(1)
# C37H45N5O4PRuS2

C37H45N5O4PRuS2 as an isolated structure (ωB97M-V/def2-TZVPD, the OMol25 dataset).

Summary:
net charge = 0
highest occupied orbital energy (alpha / beta) = -6.7 / -6.7 eV
Kohn-Sham gap (alpha / beta) = 0.2512 / 0.2415 Ha
E_LUMO (alpha / beta) = 0.101 / -0.116 eV
spin multiplicity = 2

The geometry in XYZ format:
```
95
Properties=species:S:1:pos:R:3:forces:R:3:mulliken_spin:R:1
Ru -0.0770 0.2062 -0.3640 0.22 -0.10 -0.53 0.83
N 0.1749 -0.2028 1.8046 -0.11 0.25 0.17 -0.04
C -0.7303 0.4140 2.7946 -0.62 -0.18 -0.31 0.03
C -0.5039 -0.0465 4.2310 -0.06 -0.13 0.21 0.00
C -1.4068 -1.2152 4.6700 0.01 0.04 -0.26 0.00
C -2.7286 -0.7555 5.2972 0.03 0.05 0.02 0.00
N -3.4049 0.3208 4.5731 -0.27 -0.02 -0.42 0.00
C -3.9206 0.1881 3.3365 0.44 -0.92 0.51 0.00
N -4.1708 -1.0293 2.8309 -0.06 0.30 -0.06 0.00
N -4.1834 1.2858 2.6406 0.65 0.94 -0.19 0.00
C -0.7625 1.9439 2.6331 -0.79 0.22 1.03 0.00
O -1.4025 2.5698 3.5354 -0.22 -0.53 -0.24 0.00
O -0.2415 2.3911 1.6237 0.68 0.33 -0.61 0.01
H 0.0176 -1.2104 1.8042 0.04 -0.01 -0.04 0.00
H 1.1373 -0.0669 2.1005 -0.02 0.10 0.02 0.01
H -1.7350 0.1023 2.4571 0.39 0.06 0.08 -0.01
H -0.6933 0.8158 4.8699 0.01 0.07 0.05 0.00
H 0.5499 -0.2983 4.3755 0.02 -0.13 -0.04 0.00
H -0.8981 -1.8491 5.3979 -0.05 -0.03 0.03 0.00
H -1.6335 -1.8469 3.8060 0.17 -0.08 -0.05 0.00
H -2.5343 -0.3854 6.3044 -0.10 0.11 -0.07 0.00
H -3.4311 -1.5845 5.4135 0.07 -0.06 0.04 0.00
H -3.1106 1.2669 4.7764 0.24 0.05 0.01 0.00
H -3.9320 -1.8528 3.3521 0.02 0.05 0.07 0.00
H -4.3121 -1.1546 1.8257 -0.07 0.18 0.32 0.00
H -3.5428 2.0761 2.8871 -0.54 -0.59 -0.40 0.00
H -4.2972 1.1525 1.6338 0.12 0.17 0.31 0.00
C -2.3886 1.9191 -3.3544 -0.23 -0.06 -0.12 -0.01
C -1.7798 0.7449 -4.1023 0.09 -0.05 0.02 0.00
C -0.6056 1.2356 -4.9555 -0.03 -0.07 0.14 0.00
C -1.4463 -0.4691 -3.1957 0.09 -0.05 -0.04 0.00
C -1.1446 -1.7104 -4.0192 -0.08 0.00 -0.02 0.01
O 0.2918 -1.6706 -4.1559 0.03 0.08 0.01 0.00
C 0.7387 -0.9146 -3.1341 -0.14 0.00 -0.01 0.00
N -0.1644 -0.3307 -2.4361 -0.05 0.16 -0.18 0.05
C 2.2170 -0.8420 -3.0840 0.04 0.05 -0.01 -0.01
C 2.8925 -1.2792 -4.2312 -0.02 0.01 0.00 -0.01
C 4.2673 -1.1857 -4.3301 -0.01 0.01 0.02 0.00
C 5.0031 -0.6645 -3.2752 -0.02 -0.01 -0.03 0.00
C 4.3463 -0.2481 -2.1336 0.07 0.00 0.04 0.00
C 2.9588 -0.3169 -2.0249 0.03 -0.11 0.06 0.01
P 2.2138 0.0831 -0.4170 -0.05 -0.08 0.03 0.01
C 2.9708 1.6651 0.0684 0.04 -0.05 0.13 -0.02
C 2.9078 2.0799 1.3970 0.02 -0.09 -0.01 0.00
C 3.3716 3.3306 1.7738 0.02 -0.01 0.00 0.00
C 3.9067 4.1846 0.8230 0.00 0.01 -0.01 0.00
C 3.9585 3.7878 -0.5058 0.00 0.00 -0.01 0.00
C 3.4865 2.5402 -0.8814 -0.01 0.04 -0.14 0.00
C 3.0550 -1.1884 0.6162 0.02 0.10 0.03 0.00
C 2.4897 -2.4642 0.6194 -0.01 0.02 0.00 0.00
C 3.0739 -3.4939 1.3408 -0.01 -0.01 0.00 0.00
C 4.2309 -3.2623 2.0719 -0.01 -0.03 0.00 0.00
C 4.8039 -1.9999 2.0732 0.00 0.05 -0.02 0.00
C 4.2230 -0.9672 1.3482 -0.12 -0.06 -0.06 0.00
H -2.6624 2.6980 -4.0693 -0.02 0.02 0.00 0.00
H -1.6797 2.3333 -2.6516 0.19 0.12 0.21 0.00
H -3.2801 1.6281 -2.7969 0.06 0.02 -0.04 0.00
H -2.5490 0.3522 -4.7799 0.00 -0.02 0.01 0.00
H 0.1800 1.6408 -4.3135 0.02 -0.01 0.01 0.00
H -0.9447 2.0406 -5.6088 -0.01 0.00 0.01 0.00
H -0.1789 0.4579 -5.5884 0.04 -0.08 -0.01 0.00
H -2.2626 -0.6361 -2.4974 0.05 0.01 -0.04 0.00
H -1.5757 -1.6924 -5.0176 0.00 0.00 0.00 0.00
H -1.4022 -2.6363 -3.5032 -0.03 0.01 0.01 0.00
H 2.3247 -1.6865 -5.0532 0.00 0.00 0.01 0.00
H 4.7626 -1.5244 -5.2305 0.00 0.00 0.00 0.00
H 6.0812 -0.5935 -3.3360 0.00 0.00 -0.01 0.00
H 4.9219 0.1328 -1.2974 -0.03 -0.01 -0.04 0.00
H 2.4856 1.4383 2.1607 0.01 0.02 -0.03 0.00
H 3.2975 3.6388 2.8084 0.00 0.00 -0.01 0.00
H 4.2666 5.1632 1.1128 0.00 0.00 0.00 0.00
H 4.3507 4.4589 -1.2589 0.00 0.00 0.00 0.00
H 3.4877 2.2616 -1.9290 0.02 0.04 0.09 0.00
H 1.5837 -2.6560 0.0550 0.02 0.00 0.01 0.00
H 2.6212 -4.4772 1.3321 0.00 0.00 0.00 0.00
H 4.6852 -4.0649 2.6387 0.00 0.00 0.00 0.00
H 5.7088 -1.8147 2.6380 0.00 0.01 0.00 0.00
H 4.6823 0.0103 1.3544 0.02 0.11 0.01 0.00
S -0.9004 -2.0530 -0.2193 -0.09 -0.04 0.15 0.01
C -2.6648 -1.9389 -0.1957 0.07 -0.07 0.00 0.01
C -3.4249 -3.1085 -0.1393 0.15 0.02 0.01 0.00
C -4.8110 -3.0733 -0.1733 -0.07 -0.01 -0.03 0.00
C -5.4571 -1.8518 -0.3037 -0.09 0.01 -0.04 0.00
C -4.7110 -0.6812 -0.3592 -0.14 0.07 0.02 0.00
C -3.3153 -0.6933 -0.2594 0.21 0.08 -0.06 0.01
S -2.4281 0.8190 -0.1884 0.01 -0.09 0.02 -0.01
H -2.9106 -4.0614 -0.0783 0.01 0.03 0.01 0.00
H -5.3758 -3.9957 -0.1339 -0.01 0.01 0.01 0.00
H -6.5367 -1.8063 -0.3763 0.01 0.00 0.01 0.00
H -5.2115 0.2746 -0.4867 0.00 -0.03 0.03 0.00
C 0.1308 3.2168 -0.9375 -0.03 0.04 -0.16 0.00
O 0.5584 1.9193 -1.2619 -0.27 -0.16 0.43 0.07
H 0.2468 3.8592 -1.8222 0.00 -0.07 -0.05 0.00
H 0.7172 3.6490 -0.1221 0.02 -0.04 0.01 0.01
H -0.9158 3.2543 -0.6178 0.00 -0.01 0.00 0.00
```
Positions in Å, forces in eV/Å.

=====

(2)
# ClO4

An isolated ion of composition ClO4 and charge -1 (ωB97M-V/def2-TZVPD, the OMol25 dataset).

Summary:
net charge = -1
highest occupied orbital energy = -3.7 eV
Kohn-Sham gap = 0.3024 Ha
E_LUMO = 4.500 eV

The geometry in XYZ format:
```
5
Properties=species:S:1:pos:R:3:forces:R:3:nbo_charge:R:1
Cl 0.5980 -6.5028 -8.1263 -2.53 5.90 2.37 2.56
O -0.7957 -6.1788 -7.9413 -3.32 -3.07 -2.22 -0.90
O 1.1974 -6.0845 -9.3249 0.48 -5.40 -8.10 -0.85
O 1.0502 -5.3233 -7.5617 4.14 4.36 8.75 -0.98
O 0.8720 -7.7121 -7.4457 1.23 -1.79 -0.78 -0.83
```
Positions in Å, forces in eV/Å.

=====

(3)
# C40H38N6P2SV

C40H38N6P2SV as an isolated structure (ωB97M-V/def2-TZVPD, the OMol25 dataset).

Summary:
net charge = +4
highest occupied orbital energy (alpha / beta) = -19.0 / -19.0 eV
Kohn-Sham gap (alpha / beta) = 0.2237 / 0.2389 Ha
E_LUMO (alpha / beta) = -12.949 / -12.466 eV
spin multiplicity = 2

The geometry in XYZ format:
```
88
Properties=species:S:1:pos:R:3:forces:R:3:mulliken_spin:R:1
V -0.0183 -0.1520 1.2049 1.10 -0.46 -0.07 1.37
C 1.9068 -3.5527 3.2654 -0.13 -0.03 0.03 0.00
C 1.0421 -2.5755 2.5538 -0.08 -0.10 -0.10 -0.01
N 1.3104 -1.3385 2.3202 0.36 0.07 0.24 -0.02
N 2.4461 -0.7506 2.8514 -0.49 0.07 -0.18 0.00
C 2.3773 0.5681 3.0623 -0.14 -0.07 -0.13 0.01
N 3.3256 1.1792 3.7141 0.20 0.21 0.15 0.00
S 0.9984 1.4523 2.4609 0.01 0.06 0.14 -0.07
C -0.3184 -2.9486 2.1023 0.15 0.59 -0.09 0.03
C -0.8440 -4.1834 2.3386 -0.20 -0.46 0.04 0.00
C -2.2058 -4.4030 2.1004 0.01 -0.12 0.04 0.00
C -2.9749 -3.3602 1.6334 -0.10 -0.07 -0.03 0.00
C -2.3682 -2.1389 1.3776 0.41 0.02 -0.05 0.00
N -1.0578 -1.9158 1.5885 -0.22 -0.42 0.17 -0.04
H 2.8871 -3.1788 3.5426 0.03 -0.01 -0.01 0.00
H 2.0521 -4.4281 2.6287 0.00 -0.02 0.00 0.00
H 1.4092 -3.8947 4.1769 0.01 0.01 -0.01 0.00
H 3.1655 -1.3219 3.2651 0.14 -0.14 0.06 0.00
H 4.1274 0.7023 4.1114 -0.03 0.02 -0.01 0.00
H 3.2653 2.1746 3.8805 0.02 0.06 0.01 0.00
H -0.2255 -4.9805 2.7289 -0.05 0.01 0.03 0.00
H -2.6462 -5.3717 2.3066 0.02 0.03 -0.03 0.00
H -4.0387 -3.4734 1.4609 0.08 0.00 0.00 0.00
H -2.9519 -1.3271 0.9764 0.01 0.15 0.00 0.01
C 1.9460 1.0481 -2.7656 -0.02 -0.08 0.01 0.00
N 1.2701 0.6275 -1.5163 0.18 0.15 -0.31 -0.02
P -0.2234 1.1147 -0.9607 0.15 -0.33 -0.34 -0.12
C -1.4921 0.5324 -2.0700 -0.14 0.04 0.05 -0.01
C -1.8210 1.2971 -3.1953 -0.09 0.01 -0.03 0.00
C -2.6872 0.7776 -4.1483 -0.01 0.02 -0.02 0.00
C -3.2276 -0.4921 -3.9834 -0.02 -0.02 -0.02 0.00
C -2.8954 -1.2608 -2.8701 -0.02 -0.02 0.00 0.00
C -2.0244 -0.7515 -1.9219 -0.11 0.11 -0.13 0.01
C -0.2541 2.8744 -0.8713 -0.09 0.14 0.18 -0.01
C -1.4641 3.5761 -0.9665 0.00 0.06 0.05 -0.01
C -1.4582 4.9594 -0.9034 -0.01 -0.02 0.02 0.00
C -0.2562 5.6407 -0.7353 0.01 0.03 0.00 -0.01
C 0.9449 4.9456 -0.6277 0.05 0.05 0.03 0.00
C 0.9497 3.5633 -0.6838 0.00 0.07 -0.05 -0.01
P 1.8050 -0.5138 -0.4284 0.22 0.16 -0.44 -0.07
C 3.5494 -0.1464 -0.2327 -0.02 -0.06 0.26 -0.01
C 4.5247 -0.9875 -0.7731 0.09 -0.01 0.01 -0.01
C 5.8507 -0.5683 -0.8072 -0.03 -0.06 0.00 0.00
C 6.2032 0.6802 -0.3180 0.04 0.02 -0.01 0.00
C 5.2333 1.5237 0.2208 -0.03 0.00 0.02 0.00
C 3.9136 1.1126 0.2696 0.08 -0.10 -0.04 0.00
C 1.6150 -2.1609 -1.0895 0.07 -0.09 0.12 -0.01
C 2.2464 -3.2435 -0.4606 -0.05 -0.10 0.00 -0.01
C 2.1324 -4.5157 -0.9946 -0.02 0.00 0.01 0.00
C 1.3769 -4.7174 -2.1492 0.00 -0.02 0.00 -0.01
C 0.7424 -3.6495 -2.7689 -0.03 0.02 0.00 0.00
C 0.8576 -2.3684 -2.2424 -0.03 -0.02 -0.08 -0.01
H 1.2769 1.6897 -3.3351 -0.04 0.01 0.01 0.00
H 2.1996 0.1829 -3.3764 -0.03 -0.03 0.03 0.00
H 2.8537 1.6037 -2.5356 0.00 0.00 0.04 0.00
H -1.4106 2.2897 -3.3327 0.00 -0.02 -0.01 0.00
H -2.9415 1.3679 -5.0211 0.02 -0.04 0.06 0.00
H -3.9056 -0.8897 -4.7302 0.04 0.03 0.05 0.00
H -3.3109 -2.2566 -2.7553 0.04 0.10 -0.01 0.00
H -1.7332 -1.3679 -1.0849 0.03 -0.12 0.15 0.00
H -2.4008 3.0500 -1.1132 0.08 0.04 -0.02 0.00
H -2.3862 5.5108 -0.9974 0.06 -0.03 0.01 0.00
H -0.2543 6.7233 -0.6932 0.00 -0.05 -0.01 0.00
H 1.8759 5.4882 -0.5092 -0.08 -0.04 -0.01 0.00
H 1.8857 3.0220 -0.6149 -0.02 0.03 -0.03 0.00
H 4.2636 -1.9499 -1.1933 0.03 0.06 0.00 0.00
H 6.6063 -1.2203 -1.2272 -0.03 0.03 -0.01 0.00
H 7.2349 1.0078 -0.3661 -0.04 -0.03 0.02 0.00
H 5.5133 2.5032 0.5887 -0.01 -0.03 -0.01 0.00
H 3.1619 1.7779 0.6728 -0.05 0.07 -0.01 0.00
H 2.8743 -3.0846 0.4105 0.01 0.00 -0.02 0.00
H 2.6527 -5.3497 -0.5380 -0.04 0.04 -0.01 0.00
H 1.3009 -5.7110 -2.5749 0.00 0.05 0.02 0.00
H 0.1695 -3.8118 -3.6741 0.04 0.02 0.03 0.00
H 0.3765 -1.5344 -2.7419 0.06 -0.09 0.00 0.00
N -1.6722 0.8348 1.2262 -1.32 0.48 0.18 -0.09
C -2.7094 1.3488 1.3014 -0.11 0.37 0.15 0.10
C -3.9626 1.9819 1.3979 0.02 -0.18 -0.02 -0.01
C -4.7445 2.1162 0.2346 0.06 -0.09 -0.06 0.01
C -5.9906 2.6921 0.3393 -0.05 0.05 0.00 0.00
C -6.4535 3.1232 1.5830 -0.05 0.02 -0.02 0.01
C -5.6799 2.9846 2.7332 -0.06 0.06 0.01 0.00
C -4.4284 2.4151 2.6529 0.18 -0.02 0.01 0.01
H -4.3741 1.7565 -0.7209 -0.04 0.02 0.07 0.00
H -6.6094 2.8091 -0.5405 0.00 -0.01 0.03 0.00
H -7.4352 3.5754 1.6555 0.02 -0.02 0.00 0.00
H -6.0576 3.3265 3.6883 0.01 -0.01 -0.05 0.00
H -3.8061 2.3151 3.5339 -0.05 -0.03 -0.03 0.00
```
Positions in Å, forces in eV/Å.

=====

(4)
# C2H9BNO3

A 3-piece molecular cluster, C2H9BNO3 overall (ωB97M-V/def2-TZVPD, the OMol25 dataset).

Summary:
net charge = +1
highest occupied orbital energy (alpha / beta) = -10.9 / -15.0 eV
Kohn-Sham gap (alpha / beta) = 0.2903 / 0.1643 Ha
E_LUMO (alpha / beta) = -2.998 / -10.579 eV
spin multiplicity = 3

The geometry in XYZ format:
```
16
Properties=species:S:1:pos:R:3:forces:R:3:nbo_charge:R:1
B -2.4874 -0.5287 0.5683 -0.18 0.04 -0.07 1.33
C 0.4426 2.1134 -1.2474 2.88 3.65 -2.07 -0.42
C 1.4739 0.9201 -1.1279 1.89 -0.65 -2.19 0.02
N 1.3167 0.0758 -0.1952 -1.37 -0.90 2.75 -0.78
O 1.0016 -2.4533 1.3606 1.19 -0.24 -0.59 -0.97
O -3.4202 -1.3208 0.9045 -0.64 -1.22 0.38 -0.89
O -1.5124 0.1037 0.2347 1.54 0.93 -0.34 -0.94
H 1.0256 2.9951 -0.8533 -0.51 -0.77 -0.45 0.26
H 0.2246 2.1730 -2.2965 -0.16 0.20 -0.43 0.25
H -0.3618 1.9006 -0.6732 -2.44 -1.38 1.94 0.26
H 2.4810 0.9469 -1.6368 -0.46 1.42 -0.23 0.36
H 0.3062 0.0848 0.1258 0.30 -0.93 0.60 0.49
H 1.9398 -0.7049 -0.0140 -0.61 -0.73 0.10 0.49
H 1.6753 -2.9210 1.9044 -1.23 0.59 -0.14 0.50
H 0.2444 -2.1500 1.8581 0.16 -0.28 0.71 0.48
H -4.3497 -1.2348 1.0880 -0.37 0.28 0.03 0.57
```
Positions in Å, forces in eV/Å.

=====

Table of F_max (eV/A), in record order: 1.315; 10.610; 1.419; 5.087